Computed, not measured: 3 unconnected molecules or ions with the total composition C16H34ClN4O5 in a non-equilibrium geometry, with wB97M-V/def2-TZVPD.

XYZ file:
```
60
Properties=species:S:1:pos:R:3:lowdin_charge:R:1
N 2.42105 0.77448 0.68034 0.092
C 1.47048 0.66108 -0.41627 -0.654
N 1.80026 -0.55039 -1.14753 0.120
N 1.62674 1.78479 -1.33887 0.100
C 0.09304 0.63773 0.27481 -0.053
N -0.96565 -0.03664 -0.53244 -0.041
C -1.47193 -1.30711 0.05354 -0.090
C -2.36525 -1.77254 -1.08285 -0.119
C -3.13855 -0.46424 -1.38907 -0.077
C -2.22693 0.68545 -0.90567 -0.226
C -2.81767 1.55924 0.16875 -0.132
C -3.56556 2.67222 -0.53836 -0.776
O -4.52806 2.47063 -1.25403 0.067
Cl -2.90741 4.28425 -0.29644 0.724
H 2.57318 1.74806 0.91143 0.086
H 3.29864 0.45074 0.30286 0.082
H 1.76136 -0.38593 -2.14245 0.081
H 1.18436 -1.32428 -0.94501 0.069
H 1.15084 1.62744 -2.21948 0.074
H 1.25248 2.63220 -0.93806 0.083
H -0.18842 1.64099 0.53923 0.109
H 0.19848 0.10345 1.19786 0.118
H -0.62235 -0.35020 -1.43908 0.160
H -0.66771 -1.93920 0.38064 0.140
H -2.15444 -1.09234 0.85693 0.143
H -1.77782 -2.12527 -1.92251 0.119
H -2.98684 -2.61023 -0.82306 0.124
H -4.05338 -0.54586 -0.83125 0.124
H -3.34656 -0.33386 -2.43208 0.124
H -2.00441 1.31376 -1.75484 0.159
H -2.07781 2.01413 0.80689 0.063
H -3.55354 1.06720 0.78477 0.140
O -1.03830 1.64197 2.80330 0.063
C -1.60322 2.11103 3.76309 -0.513
O -2.07894 3.34977 3.66265 0.009
C -2.89378 3.97001 4.67326 -0.217
C -2.05696 4.61498 5.75599 -0.054
C -1.70500 1.36272 5.06767 0.028
H -3.61473 3.25623 5.07197 0.115
H -3.46256 4.72875 4.14118 0.126
H -1.46023 3.88136 6.29781 0.072
H -2.69794 5.12913 6.47056 0.089
H -1.36982 5.33882 5.31982 0.087
H -0.78646 1.52279 5.62992 0.105
H -1.79920 0.30247 4.84855 0.093
H -2.55414 1.65229 5.68029 0.077
O 2.77104 -6.19401 -4.73727 0.122
C 3.45419 -5.37403 -4.20336 -0.526
O 2.84568 -4.31424 -3.61906 -0.011
C 3.53139 -3.36384 -2.80860 -0.249
C 4.16082 -2.26030 -3.63437 -0.065
C 4.96347 -5.44974 -4.21699 0.016
H 4.25342 -3.85373 -2.15444 0.116
H 2.76236 -2.94270 -2.16256 0.093
H 4.92822 -2.64736 -4.30303 0.071
H 4.61665 -1.51120 -2.98623 0.080
H 3.40530 -1.77637 -4.25473 0.079
H 5.32424 -5.01746 -5.14893 0.098
H 5.24783 -6.49742 -4.18504 0.094
H 5.44600 -4.94971 -3.38015 0.070
```

Results
energy above the lowest of the compared OMol25 structures with the same formula, charge and spin	0.000	eV
charge	+1
Kohn-Sham gap	9.261	eV

***

Computed, not measured: C2H5N3O2S in the gas phase in a non-equilibrium geometry, with wB97M-V/def2-TZVPD.

XYZ file:
```
13
Properties=species:S:1:pos:R:3:lowdin_charge:R:1
C 0.35622 -0.97026 0.29902 -0.629
C -2.48371 0.48077 0.41425 -0.586
H 1.79345 1.53466 -0.12045 0.097
H 2.68113 0.58226 -1.11736 0.063
H 2.11689 -0.47631 1.09483 0.150
H -0.10303 0.06845 -1.36588 0.060
H -3.60687 0.51344 0.62829 0.096
N 1.83863 0.67174 -0.63993 0.034
N 1.61613 -0.41918 0.20756 -0.016
N -0.44959 -0.67166 -0.80675 -0.276
O 0.02492 -1.68022 1.22599 0.043
O -1.66981 1.23664 0.85270 -0.013
S -2.11435 -0.87033 -0.67228 0.978
```

Results
energy above the lowest of the compared OMol25 structures with the same formula, charge and spin	0.917	eV
SMILES	NNC(=O)NSC=O
Kohn-Sham gap	10.489	eV

***

Computed, not measured: 2 unconnected molecules or ions with the total composition C4H12 in a non-equilibrium geometry, with wB97M-V/def2-TZVPD.

XYZ file:
```
16
Properties=species:S:1:pos:R:3:lowdin_charge:R:1
C -2.07587 -0.77571 -0.97682 -0.196
C -1.95274 -1.14258 0.45287 -0.202
H -2.54870 -1.55291 -1.52889 0.043
H -2.49619 0.12981 -1.22737 0.027
H -1.01116 -0.83671 -1.56944 0.114
H -2.82933 -1.86252 0.86329 0.109
H -1.98117 -0.28406 1.14916 0.062
H -1.09641 -1.78043 0.63486 0.048
C 1.92613 1.50654 0.82618 -0.162
C 2.01276 0.46655 -0.29136 -0.166
H 1.31023 1.15852 1.62518 0.046
H 2.98645 1.48377 1.23074 0.076
H 1.86582 2.55815 0.56984 0.057
H 3.01875 0.65146 -0.93417 0.121
H 1.17706 0.45641 -0.93029 0.024
H 2.14295 -0.45034 0.05195 -0.002
```

Results
energy above the lowest of the compared OMol25 structures with the same formula, charge and spin	1.375	eV
SMILES	CC.CC
Kohn-Sham gap	12.088	eV

***

Computed, not measured: CH2F3P in the gas phase in a non-equilibrium geometry, with wB97M-V/def2-TZVPD.

XYZ file:
```
7
Properties=species:S:1:pos:R:3:lowdin_charge:R:1
C -1.15649 0.04825 0.16489 -0.158
F 1.09132 1.35966 -0.00143 -0.133
F 1.31361 -0.67791 1.06682 -0.089
F 1.48344 -0.82186 -1.21064 -0.225
P 0.45142 -0.10234 -0.04646 0.646
H -1.81373 -0.71637 0.36307 -0.014
H -1.36956 0.91058 -0.33624 -0.027
```

Results
energy above the lowest of the compared OMol25 structures with the same formula, charge and spin	0.155	eV
SMILES	C=P(F)(F)F
Kohn-Sham gap	10.340	eV

***

Computed, not measured: 11 unconnected molecules or ions with the total composition C28H38BrCl30N2O2 in a non-equilibrium geometry, with wB97M-V/def2-TZVPD.

XYZ file:
```
101
Properties=species:S:1:pos:R:3:lowdin_charge:R:1
C 3.82261 -2.46134 -2.26219 -0.034
C 2.51537 -1.70144 -2.41967 -0.419
N 1.41646 -2.28845 -2.62263 0.183
C 2.59515 -0.18942 -2.39675 -0.057
C 2.72344 0.51305 -1.03505 -0.142
N 2.79551 -0.40119 0.16427 0.173
C 1.51098 -0.66629 0.84719 -0.300
O 0.67686 -1.40109 0.03217 0.056
C 1.03350 0.67261 1.37819 -0.122
O 1.43091 1.82441 0.66451 -0.087
C 1.78191 1.71736 -0.70894 -0.362
C 0.48978 1.91101 -1.55287 -0.049
C -0.66113 0.94679 -1.40192 -0.159
C -0.81054 -0.12760 -2.27398 -0.060
C -1.85813 -1.02600 -2.17318 -0.069
C -2.81204 -0.87023 -1.18082 -0.080
C -2.71108 0.21998 -0.32838 -0.045
C -1.65794 1.12978 -0.42596 -0.216
C -1.70120 2.27755 0.55737 -0.041
C 2.63819 2.95470 -1.04243 -0.147
C 3.39888 3.64158 0.08228 -0.658
C 2.58281 4.59033 0.94787 -0.135
Br 4.54718 2.47168 1.17453 0.772
H 4.61791 -1.85543 -2.68795 0.069
H 4.07582 -2.67475 -1.22621 0.078
H 3.77663 -3.35961 -2.86181 0.059
H 1.54428 -3.29947 -2.63725 0.083
H 3.50022 0.03165 -2.95368 0.126
H 1.78758 0.17675 -3.01236 0.081
H 3.71980 0.93080 -1.03137 0.104
H 3.36342 -1.23015 -0.00916 0.161
H 3.32365 0.14652 0.85777 0.092
H 1.74882 -1.26422 1.72511 0.153
H -0.08929 -1.67780 0.54519 0.129
H -0.03925 0.60745 1.53945 0.121
H 1.46210 0.76428 2.37531 0.082
H 0.75452 1.98921 -2.60474 0.131
H 0.12707 2.89393 -1.28839 0.114
H -0.10680 -0.29312 -3.07043 0.047
H -1.90875 -1.85215 -2.86525 0.091
H -3.60627 -1.58991 -1.08601 0.022
H -3.47352 0.35881 0.42470 0.102
H -1.76730 1.91076 1.57738 0.070
H -0.84658 2.93360 0.49023 0.055
H -2.59601 2.86032 0.35888 0.068
H 3.35554 2.69845 -1.81804 0.128
H 2.02328 3.72759 -1.48622 0.124
H 4.11496 4.27534 -0.42483 0.087
H 2.13059 4.08871 1.79336 0.009
H 3.22666 5.38600 1.30039 0.077
H 1.80713 5.01021 0.31794 0.078
C -2.62193 1.07035 5.57382 -1.517
Cl -1.04742 1.57214 4.93990 0.483
Cl -3.82005 1.12151 4.28599 0.510
Cl -2.52226 -0.53378 6.30284 0.540
H -2.91300 1.77100 6.34469 0.019
C -6.83881 -3.09865 -0.51216 -1.520
Cl -7.19336 -1.40254 -0.85105 0.530
Cl -5.14025 -3.29725 -0.07602 0.493
Cl -7.88262 -3.71686 0.76373 0.545
H -7.02597 -3.67011 -1.41169 0.016
C -3.28374 -6.41411 -2.69986 -1.548
Cl -2.94617 -7.35801 -1.24963 0.531
Cl -4.80331 -6.91391 -3.43729 0.538
Cl -3.31452 -4.68816 -2.32282 0.500
H -2.48886 -6.59278 -3.41088 0.009
C -3.89906 -3.30212 3.81151 -1.552
Cl -3.39900 -2.16786 2.55161 0.478
Cl -5.46137 -2.83590 4.47412 0.539
Cl -3.94247 -4.94918 3.18402 0.534
H -3.16781 -3.26326 4.60727 -0.004
C -7.25575 2.92905 2.89941 -1.536
Cl -7.46641 2.12812 4.45409 0.529
Cl -6.45158 4.48626 3.11089 0.508
Cl -6.34751 1.90053 1.78640 0.502
H -8.23508 3.10154 2.47459 0.016
C 2.87316 3.14745 5.12191 -1.495
Cl 3.73504 4.51946 4.44782 0.563
Cl 1.51136 2.70925 4.09003 0.535
Cl 3.98336 1.78594 5.32938 0.521
H 2.48872 3.41164 6.09814 0.023
C 1.32486 -2.21878 -5.98183 -1.550
Cl 2.32878 -2.37123 -7.42847 0.573
Cl 0.64390 -0.59483 -5.87037 0.560
Cl 0.05586 -3.43656 -5.96080 0.548
H 1.95458 -2.37464 -5.11777 -0.027
C 4.11033 -2.55462 4.50910 -1.542
Cl 4.76594 -1.35903 3.37070 0.493
Cl 2.49009 -2.08804 5.01962 0.531
Cl 4.11360 -4.15827 3.78737 0.546
H 4.75337 -2.56579 5.37897 0.020
C -2.27607 6.01977 0.85742 -1.558
Cl -2.44049 7.70170 0.36243 0.550
Cl -1.01852 5.84652 2.09048 0.526
Cl -3.81051 5.37082 1.43243 0.515
H -1.97137 5.44566 -0.00579 -0.002
C 5.91820 -2.68412 -6.72941 -1.565
Cl 5.64034 -3.45345 -5.15684 0.528
Cl 6.82469 -1.18380 -6.53720 0.531
Cl 6.74344 -3.78665 -7.81924 0.554
H 4.95198 -2.43594 -7.14718 -0.065
```

Results
charge	+1
Kohn-Sham gap	8.748	eV

***

Computed, not measured: 2 unconnected molecules or ions with the total composition C6H14NO in a non-equilibrium geometry, with wB97M-V/def2-TZVPD.

XYZ file:
```
22
Properties=species:S:1:pos:R:3:lowdin_charge:R:1
C 0.76982 -0.97250 -0.69263 -0.239
C 0.96261 -0.54067 -2.17605 -0.202
C -0.30653 0.36538 -2.62300 -0.527
O -1.57492 -0.05375 -2.33238 -0.407
C 1.00699 0.04288 0.45462 -0.368
N 1.00108 -0.63309 1.71931 0.002
C -1.87191 0.11894 1.79140 -0.025
C 0.61631 0.42475 2.43418 -0.196
H 1.42902 -1.80506 -0.39774 0.085
H -0.24781 -1.35155 -0.58207 0.090
H 0.79401 -1.41635 -2.77049 0.061
H 1.96352 -0.09658 -2.45169 0.092
H -0.12512 0.86589 -3.74304 0.090
H -0.72923 1.04310 -1.84145 0.052
H 2.05286 0.55808 0.23749 0.148
H 0.30769 0.79871 0.12363 0.079
H -2.44510 0.65868 2.73378 0.089
H -2.15141 0.53062 0.83363 0.023
H -2.11982 -0.88176 1.78810 -0.003
H 0.51589 0.48868 3.54414 0.084
H 0.90242 1.51181 2.10230 0.127
H -0.75036 0.34377 1.84796 -0.057
```

Results
energy above the lowest of the compared OMol25 structures with the same formula, charge and spin	6.532	eV
charge	-1
Kohn-Sham gap	4.676	eV

***

Computed, not measured: a molecular structure, C4H6N2O2 in a non-equilibrium geometry, with wB97M-V/def2-TZVPD.

XYZ file:
```
14
Properties=species:S:1:pos:R:3:lowdin_charge:R:1
C 1.05805 -1.13053 -0.28973 -0.183
C -0.86311 -0.04481 0.58137 -0.223
C -1.84694 1.09201 0.13841 -0.072
C -2.50240 1.85026 -0.83029 0.035
H 2.50089 -0.43278 2.44290 0.184
H 0.98809 -1.80829 -1.30118 0.178
H -0.20746 1.27423 -1.73877 0.089
H -0.40918 0.19838 1.60663 0.118
H -1.35056 -1.01775 0.88990 0.135
H -3.39523 2.40427 -1.68205 0.147
N 1.96394 -1.39035 0.66065 0.008
N 0.23539 -0.00737 -0.33865 -0.158
O 1.67540 -0.46914 1.72827 -0.185
O -0.24984 0.28968 -1.73702 -0.072
```

Results
energy above the lowest of the compared OMol25 structures with the same formula, charge and spin	10.396	eV
Kohn-Sham gap	9.703	eV